# 1
This record from the OMol25 dataset describes a structure of composition C37H49BrN2P2SW at a distorted geometry. The level of theory is ωB97M-V/def2-TZVPD.

Calculated values
LUMO energy (spin up / spin down) = -13.53 / -13.46 eV
Orbital gap (spin up / spin down) = 3.88 / 3.94 eV
Net charge = +4
Spin multiplicity = 3
Expectation value of S² = 2.03

Element x y z (Å)
C1 -4.665 4.087 1.353
C2 -3.674 4.008 0.365
C3 -3.096 5.208 -0.087
C4 -3.692 6.421 0.294
N1 -4.731 6.471 1.130
C5 -5.211 5.342 1.659
C6 -3.308 2.751 -0.183
C7 -3.165 1.746 -0.871
C8 -2.863 0.479 -1.502
C9 -2.233 -0.327 -0.583
C10 -2.050 -1.645 -0.915
C11 -1.844 -1.975 -2.359
C12 -2.500 -1.169 -3.285
C13 -3.019 0.046 -2.845
W1 -0.248 -2.307 -1.286
P1 0.482 0.429 1.158
H1 -2.234 5.178 -0.753
H2 -5.052 3.184 1.820
H3 -3.313 7.368 -0.115
H4 -6.076 5.409 2.337
H5 -3.458 0.744 -3.524
H6 1.382 -3.631 -0.429
H7 -2.624 -1.464 -4.334
H8 1.311 -3.916 -1.095
C14 1.935 0.584 2.330
C15 2.263 1.923 3.007
H9 2.833 0.232 1.806
H10 1.745 -0.150 3.133
H11 3.146 1.826 3.645
H12 2.511 2.724 2.305
H13 1.489 2.292 3.692
C16 0.507 2.038 0.272
C17 0.198 3.301 1.087
H14 -0.259 1.900 -0.497
H15 1.488 2.124 -0.225
H16 0.426 4.185 0.488
H17 -0.856 3.363 1.352
H18 0.769 3.422 2.010
C18 -0.915 0.565 2.302
C19 -0.745 1.285 3.653
H19 -1.218 -0.468 2.499
H20 -1.709 1.025 1.704
H21 -1.685 1.220 4.209
H22 -0.011 0.797 4.312
H23 -0.508 2.356 3.576
Br1 1.316 -2.511 -3.199
P2 2.978 0.651 -2.208
C20 3.830 1.972 -1.346
C21 5.282 1.956 -1.813
H24 3.732 1.724 -0.268
H25 3.310 2.926 -1.543
H26 5.852 2.712 -1.270
H27 5.751 0.989 -1.594
H28 5.347 2.142 -2.895
C22 4.177 -0.666 -2.650
C23 4.507 -0.760 -4.142
H29 3.689 -1.588 -2.302
H30 5.108 -0.570 -2.063
H31 5.049 -1.700 -4.324
H32 3.596 -0.767 -4.759
H33 5.175 0.058 -4.460
C24 1.913 1.239 -3.587
C25 2.649 2.211 -4.502
H34 1.046 1.731 -3.105
H35 1.498 0.371 -4.141
H36 1.962 2.552 -5.286
H37 2.993 3.099 -3.958
H38 3.503 1.728 -4.993
N2 0.399 -0.954 0.056
S1 -0.717 -3.916 0.268
C26 0.263 -4.666 1.582
C27 -0.038 -4.353 2.906
C28 0.590 -5.070 3.919
C29 1.512 -6.071 3.599
C30 1.826 -6.357 2.265
C31 1.216 -5.649 1.238
C32 -2.362 -3.610 0.758
C33 -3.245 -4.036 -0.260
C34 -4.493 -3.429 -0.343
C35 -4.828 -2.415 0.567
C36 -3.942 -1.972 1.554
C37 -2.701 -2.603 1.689
H39 1.298 -1.397 0.307
H40 -0.789 -3.599 3.128
H41 0.313 -4.853 4.946
H42 1.975 -6.651 4.392
H43 2.515 -7.156 2.013
H44 1.413 -5.842 0.179
H45 -2.840 -4.712 -1.020
H46 -5.192 -3.779 -1.106
H47 -5.816 -1.960 0.503
H48 -4.192 -1.155 2.243
H49 -1.952 -2.277 2.415

Forces on the atoms, in the same order (eV/Å):
-0.46 0.03 -0.15
0.19 0.91 0.93
-0.33 0.07 -0.29
0.34 -0.58 0.09
-0.19 -0.08 -0.08
0.44 -0.26 -0.09
-0.01 -1.19 -1.29
0.01 0.73 -0.29
0.06 1.63 1.63
-2.11 -2.17 -0.41
2.52 1.73 -2.07
-1.00 1.23 2.02
-0.57 -0.02 -0.92
0.37 -0.25 0.34
2.56 -0.08 0.91
-0.15 2.60 1.12
-0.35 0.14 -0.03
-0.10 0.20 -0.21
-0.23 -0.41 0.34
0.56 0.14 -0.30
-0.29 0.19 -0.54
0.71 0.37 0.99
0.17 0.17 0.35
0.42 -0.39 -0.92
0.48 -1.79 -0.19
-0.07 0.90 0.09
-0.04 -0.04 0.04
0.07 0.03 -0.37
0.02 -0.52 -0.22
0.01 -0.27 0.04
0.25 -0.22 -0.46
0.11 -0.76 -0.71
-0.20 0.25 0.42
0.04 0.26 -0.24
-0.36 -0.09 0.14
-0.06 -0.18 -0.16
-0.07 -0.06 -0.09
-0.21 -0.16 -0.41
-0.68 -0.70 -0.23
0.20 0.16 0.44
-0.13 0.14 -0.01
-0.15 -0.06 0.11
-0.04 -0.05 -0.32
-0.14 0.17 -0.37
-0.15 -0.51 -0.11
-0.92 0.21 -0.10
0.18 -0.36 -1.01
-0.34 0.12 0.56
0.59 0.11 -0.02
0.26 0.38 -0.41
0.21 -0.30 0.13
-0.07 0.07 -0.18
0.00 0.62 -0.01
0.11 0.05 0.38
-0.10 -0.51 0.41
0.13 -0.03 -0.41
0.26 0.11 -0.18
-0.73 -0.01 -0.16
-0.21 0.29 0.07
0.37 0.02 0.06
-0.37 -0.27 0.08
-0.62 -0.43 0.42
0.38 0.28 -0.30
0.37 -0.13 -0.14
0.40 0.35 0.34
0.12 -0.08 0.16
-0.03 -0.20 -0.18
-0.22 0.22 0.11
1.40 0.60 0.68
-0.99 -1.45 1.31
0.89 -0.43 -0.12
-0.30 0.21 -0.22
0.02 -0.08 -0.27
-0.14 0.07 -0.07
-0.12 0.16 -0.07
-0.61 0.47 -0.25
-1.53 0.36 -0.06
0.47 0.43 0.48
-0.12 -0.23 0.34
-0.38 -0.06 -0.24
0.49 -0.51 0.48
0.13 -0.35 -0.52
0.12 -0.15 -0.18
0.24 -0.31 0.19
0.17 -0.10 -0.08
-0.06 0.11 -0.11
-0.02 0.12 0.10
0.06 -0.28 0.49
-0.63 0.00 0.29
0.09 0.28 0.28
0.26 -0.05 -0.04
-0.10 -0.46 -0.36
-0.54 -0.05 -0.23



# 2
This record from the OMol25 dataset describes a structure of composition C37H49FeN6O5PSi. The level of theory is ωB97M-V/def2-TZVPD.

Calculated values
LUMO energy (spin up / spin down) = -2.20 / -2.71 eV
Orbital gap (spin up / spin down) = 6.19 / 7.82 eV
Net charge = +1
Spin multiplicity = 6
Expectation value of S² = 8.92

Element x y z (Å)
Fe1 -0.430 -0.147 -1.361
C1 0.393 3.705 4.391
O1 0.206 2.374 3.933
C2 1.010 1.413 4.447
C3 1.979 1.616 5.420
C4 2.742 0.543 5.867
C5 2.541 -0.732 5.367
C6 1.558 -0.937 4.406
C7 0.810 0.126 3.933
N1 -0.175 -0.058 2.926
C8 0.114 -0.240 1.609
N2 1.410 -0.503 1.328
C9 2.085 -0.384 0.098
C10 1.513 -0.237 -1.114
C11 2.356 -0.030 -2.354
C12 3.826 -0.035 -2.080
C13 4.356 -0.218 -0.839
C14 3.523 -0.395 0.266
O2 3.944 -0.558 1.548
C15 5.339 -0.498 1.809
N3 -0.801 -0.167 0.677
C16 -2.141 0.045 1.110
C17 -2.795 1.231 0.814
C18 -4.128 1.425 1.159
C19 -4.813 0.412 1.810
C20 -4.179 -0.789 2.109
C21 -2.845 -0.982 1.763
O3 -2.152 -2.114 2.014
C22 -2.888 -3.257 2.424
H1 -0.330 4.311 3.853
H2 1.402 4.058 4.166
H3 0.206 3.782 5.464
H4 2.149 2.601 5.831
H5 3.496 0.714 6.624
H6 3.127 -1.565 5.729
H7 1.363 -1.927 4.011
H8 -1.071 0.374 3.098
H9 2.037 -0.487 2.121
H10 2.092 0.943 -2.792
H11 4.490 0.134 -2.917
H12 5.429 -0.207 -0.710
H13 5.750 0.466 1.502
H14 5.864 -1.304 1.294
H15 5.448 -0.612 2.883
H16 -2.243 2.002 0.288
H17 -4.616 2.364 0.934
H18 -5.848 0.550 2.097
H19 -4.729 -1.572 2.611
H20 -2.175 -4.076 2.457
H21 -3.673 -3.486 1.700
H22 -3.318 -3.119 3.418
C23 -5.689 1.004 -2.630
N4 -4.568 0.129 -2.360
C24 -4.674 -1.117 -1.631
C25 -3.213 -1.443 -1.370
O4 -2.802 -2.442 -0.821
N5 -2.438 -0.416 -1.859
C26 -3.280 0.503 -2.379
N6 -2.850 1.654 -2.861
H23 -6.583 0.396 -2.749
H24 -5.538 1.542 -3.565
H25 -5.854 1.716 -1.817
H26 -5.158 -1.904 -2.210
H27 -5.192 -0.991 -0.677
H28 -1.859 1.877 -2.658
H29 -3.499 2.361 -3.156
C27 -0.980 4.372 -1.548
Si1 0.305 3.034 -1.269
C28 1.889 3.503 -2.143
C29 0.688 2.936 0.561
O5 -0.342 1.649 -1.889
H30 -0.632 5.337 -1.172
H31 -1.920 4.142 -1.039
H32 -1.195 4.500 -2.613
H33 2.173 4.526 -1.880
H34 1.784 3.459 -3.229
H35 2.718 2.853 -1.851
H36 1.074 3.909 0.880
H37 1.467 2.197 0.762
H38 -0.173 2.703 1.192
C30 0.332 -3.410 -0.439
P1 0.140 -2.406 -1.934
C31 -0.919 -3.406 -3.035
C32 1.690 -2.395 -2.834
C33 2.513 -3.467 -3.003
C34 3.595 -3.412 -3.902
C35 3.779 -2.262 -4.707
C36 3.001 -1.163 -4.556
C37 1.966 -1.075 -3.485
H39 1.136 -3.000 0.171
H40 0.561 -4.444 -0.699
H41 -0.605 -3.365 0.115
H42 -0.402 -4.340 -3.259
H43 -1.082 -2.869 -3.970
H44 -1.871 -3.615 -2.556
H45 2.319 -4.394 -2.473
H46 4.243 -4.269 -4.022
H47 4.552 -2.270 -5.466
H48 3.152 -0.295 -5.187
H49 1.033 -0.683 -3.920

Forces on the atoms, in the same order (eV/Å):
0.08 0.03 -0.04
0.00 -0.01 0.00
-0.01 0.02 0.04
0.01 0.00 -0.03
0.02 0.00 0.01
-0.01 0.01 -0.01
0.00 -0.01 0.00
0.01 -0.01 0.02
0.01 -0.01 0.02
-0.01 -0.04 0.05
0.04 0.04 -0.10
-0.04 0.01 -0.03
-0.05 0.02 0.08
0.01 -0.03 -0.06
-0.04 0.01 -0.02
0.01 -0.02 -0.02
-0.05 -0.01 0.06
0.07 0.02 -0.05
-0.02 0.00 0.02
0.01 0.04 -0.01
0.01 0.02 0.04
0.03 -0.01 0.00
-0.01 0.03 0.01
0.01 0.00 -0.02
0.00 -0.01 -0.01
-0.01 0.00 0.00
-0.01 -0.01 0.00
0.01 0.00 0.01
0.02 0.00 -0.01
0.00 0.00 -0.01
0.00 0.00 0.00
0.00 0.00 0.00
0.00 0.00 0.00
0.00 0.00 0.00
0.00 0.01 0.00
-0.01 0.01 0.01
-0.03 -0.02 0.00
0.00 -0.01 0.00
0.00 0.01 0.02
0.00 -0.01 0.00
0.00 0.01 -0.01
-0.01 -0.01 -0.01
0.01 -0.01 0.01
0.00 -0.02 0.00
0.01 -0.01 0.01
0.00 0.00 0.00
0.00 0.00 0.00
0.00 0.01 0.00
0.00 0.00 0.00
0.00 -0.01 0.00
-0.01 0.01 0.00
0.00 0.00 -0.01
-0.01 0.02 0.00
0.00 -0.01 0.01
0.01 0.01 -0.04
-0.02 0.01 -0.01
-0.06 -0.04 0.03
-0.01 -0.05 0.02
0.05 0.02 0.03
0.00 0.00 0.00
0.00 0.00 0.00
0.00 0.00 0.00
0.00 0.00 0.00
-0.01 0.00 0.00
-0.02 -0.01 -0.03
0.01 0.01 0.00
0.01 0.05 -0.01
-0.03 -0.05 -0.05
0.01 0.01 0.00
0.00 0.03 0.00
0.00 0.02 0.04
-0.01 0.00 0.00
0.01 0.00 0.00
0.00 0.00 0.01
-0.01 0.00 0.00
0.00 0.00 0.00
-0.01 0.00 0.00
0.00 -0.01 0.02
0.00 0.00 0.01
0.00 -0.01 -0.03
0.01 0.00 -0.01
0.01 -0.09 0.11
0.01 0.01 -0.02
0.02 0.00 -0.08
-0.01 0.00 0.01
0.00 -0.02 0.01
0.01 0.02 -0.01
0.01 0.01 0.00
0.00 -0.02 0.03
-0.02 0.00 -0.02
0.00 -0.01 0.01
0.00 0.00 -0.01
0.00 0.00 0.00
-0.01 0.01 0.01
-0.02 0.01 0.00
0.00 0.01 0.00
0.00 0.00 0.00
0.00 0.00 0.00
-0.01 0.00 0.01
0.01 0.01 -0.01



> What is the expectation value of S² in the first record?

2.03



> Which of these has the highest net charge?

C37H49BrN2P2SW



> Among the records above, which one has the highest expectation value of S²?

C37H49FeN6O5PSi



> Number 1 is which compound?

C37H49BrN2P2SW